{
  "formula": "C27H58BrF3IN15O12PS",
  "method": "ωB97M-V/def2-TZVPD",
  "homo_lumo_gap_ev": 5.078,
  "total_charge": 1,
  "symbols": ["C", "C", "C", "N", "C", "C", "C", "N", "N", "I", "C", "C", "C", "C", "C", "C", "C", "C", "C", "O", "C", "C", "O", "P", "O", "Br", "C", "C", "C", "O", "S", "O", "O", "C", "F", "F", "F", "H", "H", "H", "H", "H", "H", "H", "H", "H", "H", "H", "H", "H", "H", "H", "H", "H", "H", "H", "H", "H", "H", "H", "H", "H", "H", "H", "H", "H", "H", "H", "H", "H", "H", "C", "O", "N", "N", "H", "H", "H", "H", "C", "O", "N", "N", "H", "H", "H", "H", "C", "O", "N", "N", "H", "H", "H", "H", "C", "O", "N", "N", "H", "H", "H", "H", "C", "O", "N", "N", "H", "H", "H", "H", "C", "O", "N", "N", "H", "H", "H", "H"],
  "xyz": [[-0.0401, -7.4316, 2.7223], [0.3828, -6.2009, 2.9993], [-0.2571, -5.1719, 3.9913], [-0.4034, -5.9011, 5.2815], [0.9122, -4.2039, 4.4213], [2.3915, -4.4848, 4.4380], [3.1975, -3.7026, 3.3465], [3.3361, -2.4569, 3.2812], [0.2712, -3.1690, 4.8608], [1.2242, -2.0023, 6.3050], [-1.1239, -2.9771, 4.2908], [-0.9540, -1.6482, 3.4801], [-2.2564, -0.8787, 3.1505], [-1.8164, 0.4935, 2.4996], [-1.3081, 0.3467, 1.0335], [0.2618, 0.3445, 0.9070], [0.6915, 1.1948, -0.3320], [2.2428, 1.3199, -0.4510], [2.8555, 2.2909, 0.5925], [2.9016, 3.5961, -0.0089], [2.5255, 4.6044, 0.8362], [1.1144, 4.7061, 1.4455], [3.3189, 5.4440, 1.1033], [-2.0292, -2.3533, 5.8660], [-3.6523, -2.3001, 5.5861], [-1.8545, -3.8948, 7.5337], [-1.5306, -4.2932, 3.5370], [-2.7079, -5.1869, 4.0598], [-4.1119, -5.0173, 3.4454], [-4.5885, -3.6868, 3.3755], [-1.6583, -4.3311, 1.7061], [-1.9980, -5.6505, 1.2327], [-2.6725, -3.4565, 1.1857], [-0.1125, -3.8424, 0.7811], [0.1224, -4.7411, -0.1553], [0.9922, -3.6450, 1.5238], [-0.3369, -2.7068, 0.1242], [-1.1114, -7.6968, 2.6937], [0.6536, -8.2689, 2.5685], [1.2933, -5.8707, 2.4677], [-0.8729, -6.7924, 5.1399], [0.5551, -6.1345, 5.5504], [2.8553, -4.2515, 5.4158], [2.5852, -5.5600, 4.2684], [3.6579, -4.3106, 2.5454], [2.8168, -2.0646, 4.0745], [-0.2791, -0.9201, 3.9743], [-0.4540, -1.8511, 2.5069], [-2.9106, -1.3568, 2.4042], [-2.8828, -0.5967, 4.0151], [-0.9673, 0.8998, 3.0910], [-2.6572, 1.2051, 2.5728], [-1.6251, 1.2661, 0.4971], [-1.7552, -0.5014, 0.4855], [0.6824, -0.6753, 0.8385], [0.7079, 0.8363, 1.7942], [0.3077, 2.2228, -0.1599], [0.2247, 0.8129, -1.2562], [2.6482, 0.2943, -0.3407], [2.5085, 1.7051, -1.4707], [3.8580, 1.9493, 0.9180], [2.2259, 2.2842, 1.5090], [0.8131, 5.7466, 1.6185], [1.1077, 4.1584, 2.4053], [0.4124, 4.1929, 0.7620], [-4.1038, -2.8980, 6.2103], [-2.8216, -5.1660, 5.1588], [-2.4240, -6.2343, 3.8329], [-4.8107, -5.5843, 4.1065], [-4.2439, -5.4888, 2.4479], [-5.5458, -3.7327, 3.5389], [4.2556, 7.8776, -2.3871], [4.0951, 8.5726, -3.3798], [3.2181, 7.4447, -1.6222], [5.4856, 7.4716, -1.9614], [3.3365, 6.8701, -0.8074], [2.2940, 7.7210, -1.9019], [6.2800, 7.7686, -2.4985], [5.6257, 6.9007, -1.1485], [3.9693, 1.2302, -4.4931], [2.9314, 1.8227, -4.2340], [3.9975, -0.0850, -4.8309], [5.1912, 1.8422, -4.4652], [4.8411, -0.5808, -5.0470], [3.1188, -0.5746, -4.8682], [5.2142, 2.8150, -4.2200], [6.0491, 1.3688, -4.6759], [1.9592, 6.6964, -6.1464], [1.4649, 7.8040, -6.3045], [1.6157, 5.6234, -6.9203], [2.8890, 6.4337, -5.1921], [2.0123, 4.7103, -6.8011], [0.9313, 5.7737, -7.6412], [3.1780, 7.1945, -4.5906], [3.2934, 5.5257, -5.0610], [-8.0557, -3.4234, 5.4124], [-6.9585, -3.7061, 4.9447], [-8.5047, -2.1437, 5.5000], [-8.9154, -4.3654, 5.8826], [-9.3996, -1.8985, 5.8799], [-7.8984, -1.4179, 5.1622], [-8.6209, -5.3240, 5.8351], [-9.8153, -4.1471, 6.2672], [-1.8679, 7.6170, -8.6425], [-2.7988, 6.8720, -8.9062], [-0.9968, 7.3820, -7.6221], [-1.6150, 8.7575, -9.3505], [-0.2236, 7.9899, -7.3948], [-1.1460, 6.5548, -7.0739], [-2.2311, 8.9721, -10.1128], [-0.8540, 9.3764, -9.1433], [1.5162, -1.9582, -7.3642], [2.3554, -2.0995, -6.4881], [0.5177, -1.0341, -7.2839], [1.5061, -2.7125, -8.4989], [-0.1759, -0.9089, -7.9967], [0.4892, -0.4556, -6.4635], [2.2256, -3.4052, -8.5979], [0.8236, -2.6061, -9.2252]],
  "forces_ev_per_a": [[-0.6535, -0.5416, 0.2573], [0.1547, 0.4735, -0.7936], [2.2535, -1.6494, -1.7872], [-0.0776, 0.7886, -0.2056], [-2.0752, 0.1996, -0.4580], [0.4027, -0.4915, 0.2799], [-0.2071, -0.5717, -0.6492], [-0.4369, -0.1066, 0.6372], [1.6203, -0.7319, -0.3075], [-0.3262, 0.3517, -0.2176], [-0.7375, 1.0981, 0.4120], [-0.9134, 0.0113, -0.9586], [0.1171, 1.6027, -0.6541], [0.1455, -0.8997, 0.0510], [0.5858, 0.9179, 0.0850], [-0.4307, 0.4522, -0.5886], [0.5050, 0.2923, 0.7138], [-0.3384, -0.1739, -0.4603], [-0.7297, -1.3003, -0.2664], [-0.5809, -0.1100, 0.8841], [-0.5526, 0.0604, 0.4791], [-0.0321, -1.3818, -0.7547], [1.0517, 1.2901, -0.0550], [-1.1403, 1.1288, 0.6186], [1.3737, -0.7040, 0.6288], [-0.1713, 0.1382, -0.6476], [2.3913, -1.1831, 2.2713], [-1.1334, -0.1356, -0.5793], [-1.4969, -0.4664, -0.1537], [0.3317, -0.2429, 0.0820], [-3.6635, -0.7710, -2.4906], [1.7048, -0.5949, 1.4055], [1.0638, 1.5911, 1.2074], [0.8710, 0.8754, -1.3571], [0.1052, -0.5210, 0.6084], [-0.2215, -0.3707, 0.3364], [-0.3181, 0.0484, 0.5541], [0.5655, -0.0566, 0.9081], [-0.2098, 0.6864, -1.0740], [0.0760, -0.3807, 1.0925], [0.0897, 0.1394, -0.1107], [-0.3689, -0.2274, 0.1902], [-0.4168, 0.0632, -0.3731], [-0.3929, 0.4848, 0.0885], [-0.2078, 0.0668, 0.5659], [0.2765, 0.5330, -0.2505], [-0.3404, -0.6826, 0.1927], [-0.1825, -0.1052, 0.5844], [0.3461, -0.3256, 0.5735], [0.4302, -0.5234, -0.0859], [-0.6180, 0.0407, -0.1432], [0.3595, -0.3480, -0.1343], [0.0128, -0.5615, 0.1984], [0.1165, 0.2501, 0.4010], [-0.1322, 0.4339, 0.0251], [-0.2439, -0.3530, -0.2308], [-0.0503, -0.5208, -0.2754], [0.3124, 0.0991, 0.3416], [0.1276, 0.5545, -0.0565], [-0.0975, -0.4252, 0.8438], [-0.2963, 0.5312, -0.3963], [0.2886, 0.2385, -0.4667], [0.3845, -0.3629, -0.1594], [-0.0261, 0.3044, -0.3566], [0.0862, 0.3657, 0.4619], [-0.2397, 0.1390, -0.4987], [0.5408, 0.5478, -0.5467], [-0.2075, 0.5703, -0.0362], [0.6048, 0.1140, -0.2248], [0.6736, 0.1652, 0.4606], [0.2418, 0.2998, 0.2364], [-0.0153, 0.0315, 0.2011], [0.0382, -0.1467, -0.0940], [-0.2904, -0.0647, 0.0388], [0.2740, -0.0280, -0.1069], [0.0373, -0.0052, 0.0648], [0.0617, 0.0176, 0.0021], [-0.0479, 0.0146, 0.0400], [-0.0455, 0.0338, 0.0099], [0.0881, -0.2514, -0.0628], [-0.0321, 0.1364, 0.0503], [-0.2055, 0.0026, 0.2311], [0.0593, 0.2815, 0.0792], [-0.0581, -0.0142, -0.0744], [0.1215, -0.1334, -0.2717], [0.0292, -0.0568, -0.0038], [-0.0250, 0.0152, -0.0134], [0.2294, -0.2558, 0.0758], [0.0128, 0.1074, 0.0251], [-0.2344, -0.0403, -0.2380], [0.0379, 0.2427, 0.2389], [-0.0022, 0.0233, 0.0440], [0.0835, -0.0048, -0.0184], [0.0831, 0.0909, -0.1180], [-0.0902, -0.0261, -0.0360], [-0.3575, 0.0852, 0.0655], [0.1877, -0.0992, -0.0384], [0.2044, 0.1633, -0.0618], [0.1383, -0.2253, 0.0000], [0.0159, 0.0003, -0.0193], [-0.0655, -0.0162, 0.0046], [-0.0587, 0.0372, 0.0015], [0.0158, -0.0117, -0.0140], [-0.0391, -0.1513, 0.1773], [-0.0198, 0.0088, -0.0815], [-0.0281, 0.0301, -0.2336], [-0.0768, 0.1643, -0.2338], [0.0683, -0.2324, 0.2288], [-0.0700, 0.1289, 0.0745], [0.0305, -0.0142, 0.0488], [-0.0113, -0.0323, 0.0254], [-0.1253, 0.0666, -0.1082], [0.0420, 0.0022, 0.1443], [-0.0412, 0.1098, 0.1904], [0.1448, -0.1815, -0.0511], [0.0195, 0.0168, 0.0172], [-0.0086, 0.0139, -0.0732], [-0.0423, 0.0378, -0.0119], [0.0243, 0.0015, 0.0128]]
}